Entry from the Open Molecules 2025 dataset: a structure of composition C2H6Cl3N2 in a non-equilibrium geometry (ωB97M-V/def2-TZVPD).

```
13
Properties=species:S:1:pos:R:3
C 0.366 -0.275 0.459
C 2.267 0.010 0.073
N -0.204 -1.355 -0.112
N -0.064 0.857 -0.458
Cl 3.316 -0.839 1.204
Cl 2.299 -0.700 -1.559
Cl 2.667 1.725 0.067
H 0.132 0.003 1.504
H 0.102 -1.544 -1.054
H -0.320 -2.255 0.279
H 0.249 1.860 -0.464
H -1.066 0.732 -0.567
H 0.497 0.570 -1.279
```

- LUMO level (alpha / beta) (eV) = -3.23 / -7.73
- charge = +1
- ⟨S²⟩ = 2.006
- HOMO (alpha / beta) (eV) = -9.5 / -15.3
- relative energy (zero: lowest compared OMol25 entry of this formula, charge and spin) (kJ/mol) = 167.11
- spin multiplicity = 3
- gap between HOMO and LUMO (alpha / beta) (eV) = 6.28 / 7.56

Results of the Löwdin charge analysis, in e, for atoms 1 through 4:
1. C -0.38
2. C -1.51
3. N 0.12
4. N 0.12